(1)
A structure of composition C5H9IO6S, computed with ωB97M-V/def2-TZVPD.

Computed properties:
- LUMO energy: -1.272 eV
- Gap between HOMO and LUMO: 8.96 eV
- HOMO: -10.2 eV
- Electronic energy: -1343.21103 hartree

```
! wB97M-V def2-TZVPD RIJCOSX def2/J DEFGRID3
* xyz 0 1
C 0.321 1.311 0.531
H -1.530 1.151 -0.515
I 5.136 -1.470 1.174
H -1.722 1.245 1.255
H 0.792 0.002 -1.154
O -1.901 -1.974 -1.677
O -3.484 -0.342 -0.857
C 1.085 0.972 -0.747
O 4.207 0.121 0.421
C -1.220 -0.723 0.532
H -0.291 -1.198 0.213
O 2.705 -1.219 -0.612
O -3.192 -2.435 0.385
H 0.831 0.902 1.407
C -1.127 0.814 0.446
C 3.087 -0.143 -0.262
S -2.486 -1.519 -0.456
O 2.496 1.030 -0.519
H 0.301 2.398 0.642
H -1.431 -1.044 1.554
H 0.863 1.715 -1.516
H -3.438 0.405 -0.244
*
```

---

(2)
A structure of composition C5H9MgO4Tl, computed with ωB97M-V/def2-TZVPD.

Computed properties:
- LUMO energy: -0.993 eV
- Gap between HOMO and LUMO: 5.95 eV
- HOMO: -6.9 eV
- Electronic energy: -869.34379 hartree

```
! wB97M-V def2-TZVPD RIJCOSX def2/J DEFGRID3
* xyz 0 1
O -1.964 -0.317 -0.586
H -1.406 -1.143 1.228
C 1.711 2.407 -0.159
Mg 3.504 -0.058 -0.342
H -1.324 -2.250 -0.175
Tl -1.129 1.862 -0.345
H 4.232 -0.196 2.061
H -3.719 -0.669 0.469
O 0.496 0.475 0.342
H 0.545 -0.968 -1.138
H 2.708 2.899 -0.234
C -3.337 -0.646 -0.565
C 0.298 -0.849 -0.067
H 0.935 -1.551 0.507
O 0.668 3.176 -0.222
C 1.776 1.053 0.091
H -3.870 0.124 -1.135
O 4.539 -0.509 1.149
C -1.151 -1.212 0.156
H -3.510 -1.628 -1.035
*
```

---

(3)
An isolated molecule of C5H9N, computed with ωB97M-V/def2-TZVPD.

Computed properties:
- Structure (SMILES): C=C[C@H]1N[C@@H]1C
- LUMO energy: 1.140 eV
- Gap between HOMO and LUMO: 10.19 eV
- HOMO: -9.0 eV
- Electronic energy: -250.59799 hartree

```
! wB97M-V def2-TZVPD RIJCOSX def2/J DEFGRID3
* xyz 0 1
H -2.498 -1.149 -0.753
H 3.506 0.079 -0.666
H -0.395 0.156 -1.469
H -0.802 1.275 1.243
C -0.743 0.141 -0.398
C 1.689 -0.608 0.154
N -0.109 1.072 0.487
H -2.573 -0.262 0.841
C -2.200 -0.199 -0.231
H -0.060 -0.807 1.460
H 2.137 1.370 -0.553
C 0.271 -0.336 0.584
H -2.814 0.546 -0.739
C 2.523 0.342 -0.349
H 2.067 -1.620 0.389
*
```

---

(4)
A cluster of 2 separate species, C5H9N in total, computed with ωB97M-V/def2-TZVPD.

Computed properties:
- Structure (SMILES): C#CC.C=CN
- LUMO energy: 1.037 eV
- Gap between HOMO and LUMO: 9.35 eV
- HOMO: -8.3 eV
- Electronic energy: -250.57142 hartree

```
! wB97M-V def2-TZVPD RIJCOSX def2/J DEFGRID3
* xyz 0 1
N -4.011 1.335 -0.245
H -3.767 -1.350 -0.235
H -4.338 -1.546 -1.966
C -4.205 0.427 -1.270
H 3.407 0.742 1.564
H 4.440 -0.188 2.666
C -4.092 -0.890 -1.153
H -3.527 0.963 0.559
H 3.239 -1.022 1.662
C 5.745 -0.472 -0.223
H -4.538 0.878 -2.195
H 6.458 -0.582 -0.984
C 3.948 -0.195 1.694
H -3.689 2.249 -0.519
C 4.931 -0.347 0.645
*
```

---

(5)
An isolated molecule of C5H9N, computed with ωB97M-V/def2-TZVPD.

Computed properties:
- Structure (SMILES): C1NC[C@@H]2C[C@@H]12
- LUMO energy: 1.126 eV
- Gap between HOMO and LUMO: 9.36 eV
- HOMO: -8.2 eV
- Electronic energy: -250.41900 hartree

```
! wB97M-V def2-TZVPD RIJCOSX def2/J DEFGRID3
* xyz 0 1
H -2.460 0.342 -0.963
H -2.613 -0.336 0.723
C 0.839 0.296 1.146
N 1.462 -0.013 -0.070
C -0.675 -0.705 -0.210
H 0.815 -0.570 1.860
H 2.567 0.457 -0.111
H 1.279 1.293 1.504
C 0.514 -0.499 -1.108
C -1.826 0.069 -0.020
C -0.672 0.646 0.517
H 0.434 0.268 -2.158
H -0.358 1.411 -0.257
H 1.116 -1.429 -1.527
H -0.422 -1.229 0.673
*
```

---

(6)
An isolated molecule of C5H9N, computed with ωB97M-V/def2-TZVPD.

Computed properties:
- LUMO energy: 1.109 eV
- Gap between HOMO and LUMO: 7.76 eV
- HOMO: -6.7 eV
- Electronic energy: -250.54133 hartree

```
! wB97M-V def2-TZVPD RIJCOSX def2/J DEFGRID3
* xyz 0 1
C 1.859 -0.717 0.558
N 0.828 -0.363 -0.202
H -1.376 0.949 -1.168
H 2.807 -0.882 0.066
H -0.460 1.735 0.985
H -1.665 0.722 1.920
C -0.516 -0.394 0.386
H 1.874 0.281 -1.896
H 0.078 -0.170 -2.124
H -2.599 -0.127 -0.338
C -1.630 0.360 -0.291
H 1.752 -0.798 1.630
H -0.729 -1.343 0.870
C -1.078 0.844 1.016
C 0.908 0.046 -1.475
*
```

---

(7)
An isolated molecule of C5H9N, computed with ωB97M-V/def2-TZVPD.

Computed properties:
- Structure (SMILES): C=C/C=C/NC
- LUMO energy: 1.142 eV
- Gap between HOMO and LUMO: 9.10 eV
- HOMO: -8.0 eV
- Electronic energy: -250.60025 hartree

```
! wB97M-V def2-TZVPD RIJCOSX def2/J DEFGRID3
* xyz 0 1
H -2.973 1.378 -1.413
N -1.445 0.155 -0.691
H 0.133 1.078 0.316
C 1.729 -1.196 0.780
C -1.892 1.292 -1.505
H 3.139 -0.697 2.268
C 2.158 -0.522 1.843
H -1.303 2.176 -1.253
H 2.459 -1.900 0.388
H 0.155 -1.928 -0.432
C -0.229 0.098 0.021
C 0.472 -1.033 0.095
H -2.238 -0.210 -0.209
H -1.755 1.062 -2.564
H 1.589 0.248 2.354
*
```

---

(8)
An isolated molecule of C5H9N, computed with ωB97M-V/def2-TZVPD.

Computed properties:
- LUMO energy: 0.899 eV
- Gap between HOMO and LUMO: 11.91 eV
- HOMO: -11.0 eV
- Electronic energy: -250.58836 hartree

```
! wB97M-V def2-TZVPD RIJCOSX def2/J DEFGRID3
* xyz 0 1
H 2.753 0.075 0.144
H 1.948 -1.495 -0.015
N 0.631 1.670 0.622
C 0.556 2.011 -0.519
H -2.842 -0.421 -0.166
H -2.086 1.180 -0.081
H -2.022 0.095 1.317
C 1.871 -0.430 -0.256
C -0.675 -0.456 -0.291
H -0.649 -1.531 -0.065
C 0.590 0.104 0.380
H 1.887 -0.330 -1.349
C -1.983 0.134 0.223
H 0.563 -0.173 1.425
H -0.628 -0.374 -1.386
*
```

---

(9)
An isolated molecule of C5H9N, computed with ωB97M-V/def2-TZVPD.

Computed properties:
- Structure (SMILES): C=C/C=C/NC
- LUMO energy: 1.195 eV
- Gap between HOMO and LUMO: 9.37 eV
- HOMO: -8.2 eV
- Electronic energy: -250.58631 hartree

```
! wB97M-V def2-TZVPD RIJCOSX def2/J DEFGRID3
* xyz 0 1
C -0.446 0.219 0.813
N 1.421 0.813 -0.644
H 1.810 1.420 0.056
H -2.058 -1.763 1.536
H 1.955 -1.049 -1.455
H 0.120 0.291 1.738
H -3.652 -0.927 1.014
H -2.447 1.184 0.991
H 2.509 0.252 -2.425
C 0.156 0.320 -0.373
C -2.605 -0.863 1.280
C -1.921 0.235 0.966
H 3.296 -0.191 -0.884
H -0.476 0.089 -1.232
C 2.339 -0.027 -1.382
*
```

---

(10)
An isolated molecule of C5H9N, computed with ωB97M-V/def2-TZVPD.

Computed properties:
- Structure (SMILES): C=C/C=C\CN
- LUMO energy: 1.031 eV
- Gap between HOMO and LUMO: 10.01 eV
- HOMO: -9.0 eV
- Electronic energy: -250.59638 hartree

```
! wB97M-V def2-TZVPD RIJCOSX def2/J DEFGRID3
* xyz 0 1
H 0.906 -2.896 -1.426
C 0.408 2.047 1.777
C -0.332 1.201 1.055
H -0.302 -1.341 0.445
H -0.812 2.086 -0.854
C 0.183 -1.219 -0.524
H 1.342 2.488 1.461
H -0.375 0.060 -2.233
N 0.018 -2.422 -1.336
H 0.045 2.320 2.762
H 1.233 -1.099 -0.226
C -0.223 0.081 -1.159
C -0.413 1.173 -0.427
H -0.629 -3.072 -0.916
H -1.048 0.593 1.603
*
```

---

(11)
An isolated molecule of C5H9N, computed with ωB97M-V/def2-TZVPD.

Computed properties:
- LUMO energy: 1.075 eV
- Gap between HOMO and LUMO: 8.83 eV
- HOMO: -7.8 eV
- Electronic energy: -250.48774 hartree

```
! wB97M-V def2-TZVPD RIJCOSX def2/J DEFGRID3
* xyz 0 1
H 1.309 1.389 -0.088
H -0.806 1.681 0.046
C -1.222 0.781 0.487
N 0.727 -0.607 -0.447
C -0.525 -0.530 0.265
H 2.203 0.601 -1.449
H 1.106 -1.521 -0.668
H 1.807 -0.339 1.454
H -1.750 -0.009 -1.515
C 1.738 0.462 -0.470
H -0.579 -1.246 1.080
C -1.812 -0.232 -0.454
C 2.195 -0.594 0.455
H -2.703 -0.775 -0.152
H -1.689 0.938 1.456
*
```

---

(12)
A structure of composition C5H9N, computed with ωB97M-V/def2-TZVPD.

Computed properties:
- LUMO energy: 0.872 eV
- Gap between HOMO and LUMO: 7.64 eV
- HOMO: -6.8 eV
- Electronic energy: -250.45682 hartree

```
! wB97M-V def2-TZVPD RIJCOSX def2/J DEFGRID3
* xyz 0 1
H 0.363 2.396 -0.940
H 2.062 -0.090 -1.010
H 0.133 -1.829 -0.954
H 0.813 0.358 -2.259
H 0.725 -2.153 0.767
H -1.585 0.303 2.117
C 0.354 -1.434 0.031
C -1.288 -0.608 1.614
H -1.635 0.986 -0.519
C -0.633 0.619 -0.289
C 0.582 1.477 -0.395
H 1.111 1.695 0.535
N -0.552 -0.517 0.512
C 1.103 0.377 -1.214
H -1.553 -1.581 2.004
*
```

---

(13)
An isolated molecule of C5H9N, computed with ωB97M-V/def2-TZVPD.

Computed properties:
- Structure (SMILES): C=C/C(N)=C/C
- LUMO energy: 0.603 eV
- Gap between HOMO and LUMO: 7.80 eV
- HOMO: -7.2 eV
- Electronic energy: -250.53787 hartree

```
! wB97M-V def2-TZVPD RIJCOSX def2/J DEFGRID3
* xyz 0 1
C -1.360 0.710 -0.576
H 2.529 -0.470 0.848
H -1.249 1.782 -0.667
C -2.361 0.166 0.167
H -1.007 -1.985 -0.130
H -3.143 0.797 0.570
H 2.384 -0.330 -0.903
H 2.941 1.046 0.029
N -0.150 -1.468 -0.259
H -2.687 -0.858 0.059
C -0.269 -0.093 -0.005
C 2.247 0.207 0.036
H 0.721 1.744 0.340
H 0.566 -1.928 0.287
C 0.838 0.678 0.205
*
```

---

(14)
An isolated molecule of C5H9N, computed with ωB97M-V/def2-TZVPD.

Computed properties:
- Structure (SMILES): C=N/C=C/CC
- LUMO energy: 0.920 eV
- Gap between HOMO and LUMO: 9.88 eV
- HOMO: -9.0 eV
- Electronic energy: -250.59690 hartree

```
! wB97M-V def2-TZVPD RIJCOSX def2/J DEFGRID3
* xyz 0 1
H 1.747 -0.756 3.692
H 0.384 0.292 3.052
H -0.452 -1.114 -2.268
H -2.100 -0.750 -1.775
C -0.514 0.792 -1.103
H -1.280 0.181 -2.983
C 1.181 -0.430 2.828
C -1.128 -0.308 -2.020
H -0.893 0.251 1.069
C 1.029 -0.181 0.504
H 0.220 1.291 -1.736
C -0.202 0.253 0.228
N 1.537 -0.810 1.678
H -1.403 1.439 -0.992
H 1.874 -0.152 -0.175
*
```

---

(15)
A structure of composition C5H9N, computed with ωB97M-V/def2-TZVPD.

Computed properties:
- LUMO energy: 1.002 eV
- Gap between HOMO and LUMO: 9.81 eV
- HOMO: -8.8 eV
- Electronic energy: -250.53475 hartree

```
! wB97M-V def2-TZVPD RIJCOSX def2/J DEFGRID3
* xyz 0 1
C -0.989 0.074 -0.355
H 1.811 -1.232 -0.903
C -1.348 -1.099 -0.932
H 1.921 1.358 1.564
C 0.849 0.152 0.531
C 1.689 -1.185 0.187
H -2.190 1.793 -0.850
H -0.645 -1.821 -0.739
H 1.085 -1.937 0.672
N 1.058 1.233 1.123
H -0.511 2.114 0.014
H 2.756 -1.201 0.614
H -1.811 1.424 0.770
C -1.422 1.442 -0.203
H -2.253 -1.116 -1.493
*
```